Molecular formula: C50H145N11O17
Method: DFT, ωB97M-V with the def2-TZVPD basis set

Summary:
ΔE to the lowest compared entry with this formula, charge and spin, kcal/mol: 0.0
HOMO-LUMO gap, Eh: 0.330
LUMO, eV: 0.395

XYZ file:
```
223
Properties=species:S:1:pos:R:3:forces:R:3
C 2.817071 -5.891148 1.541781 0.16 -0.89 -1.22
O 1.984556 -4.828227 1.101965 0.18 0.12 0.66
H 2.281328 -6.778544 1.831990 -0.80 -0.27 0.44
H 3.389165 -6.283479 0.690889 -0.11 0.57 -0.17
H 3.562160 -5.733024 2.302697 0.08 0.94 0.57
H 1.342182 -4.579057 1.801633 0.35 -0.43 -0.27
C -3.442151 -2.537252 2.488214 -0.16 -0.24 0.19
O -4.827710 -2.326571 2.590803 -0.78 0.41 -0.26
H -3.171331 -2.963906 1.531874 0.23 -0.30 -0.26
H -2.927738 -1.594312 2.578211 0.17 0.37 0.15
H -3.178176 -3.178860 3.313190 0.78 -0.38 0.18
H -5.268653 -3.076642 2.183192 -0.14 0.01 0.00
C -1.931952 0.050491 5.457080 0.52 0.33 -0.69
O -0.935317 1.011389 5.100847 0.42 -1.37 1.06
H -2.523592 0.414925 6.292467 0.32 -0.50 0.72
H -2.676905 -0.042745 4.677215 -0.15 -0.14 -0.65
H -1.425468 -0.926522 5.536574 -0.44 0.39 0.61
H -1.369277 1.633834 4.539158 -0.54 1.28 -1.12
C 4.057735 -0.506061 -0.659010 0.41 0.07 0.55
O 4.729580 0.550307 -1.289497 -0.44 1.03 -0.46
H 3.322971 -0.994201 -1.294030 -0.18 0.03 0.00
H 4.797264 -1.224217 -0.322022 0.18 -0.39 -0.18
H 3.611280 -0.138166 0.258876 -0.50 0.02 0.03
H 4.140756 1.369594 -1.178486 0.75 -0.60 -0.16
C -1.077499 7.012885 -0.998111 -1.82 -0.88 -0.44
O -0.567201 5.760685 -1.482790 0.62 0.90 0.05
H -0.374384 7.446203 -0.327148 0.40 0.49 0.75
H -1.303484 7.734393 -1.806327 0.07 -0.44 0.25
H -2.008540 6.716425 -0.465910 0.49 0.80 -0.22
H 0.374092 5.917142 -1.355329 0.20 -0.85 -0.40
C 7.310800 0.660795 -3.938886 0.36 -1.15 -1.42
O 5.917748 0.490266 -4.042046 -0.37 -0.23 1.13
H 7.861356 -0.304610 -4.113152 -0.41 0.66 0.12
H 7.601949 1.346292 -4.733341 0.22 0.10 0.07
H 7.618646 1.034211 -2.993142 0.23 0.51 0.92
H 5.600840 0.328926 -3.124058 -0.20 0.19 -0.64
C -3.754447 -3.851056 -1.541773 -0.06 -1.06 1.55
C -3.866787 -5.282665 -0.994865 -0.88 -1.61 -0.25
C -5.264458 -5.961891 -1.180003 0.95 0.71 -1.50
O -6.233133 -5.199342 -0.496885 0.09 0.38 -0.11
C -7.518937 -5.365698 -1.037542 0.81 -1.21 -0.78
N -2.915929 -6.115223 -1.724865 1.33 0.42 -0.71
H -4.469923 -3.203125 -1.061689 -0.38 0.26 0.05
H -3.899445 -3.885796 -2.590675 -0.09 0.16 -1.11
H -2.761531 -3.496278 -1.291363 0.02 0.17 -0.19
H -3.671234 -5.343166 0.071218 0.02 0.50 0.49
H -5.214783 -7.016799 -0.853788 -0.13 0.31 0.26
H -5.455072 -6.024411 -2.306338 0.01 0.32 1.24
H -7.601403 -5.110629 -2.093548 0.25 0.56 -0.15
H -8.255491 -4.872517 -0.472166 -0.67 0.86 0.83
H -7.726210 -6.417231 -1.026275 -0.55 -0.90 0.16
H -2.621677 -7.031233 -1.385917 -0.89 0.22 0.55
H -2.026650 -5.611963 -1.704501 -0.08 -0.01 -0.19
C -3.978675 1.488672 -4.769553 -0.16 -2.20 0.68
C -2.774883 0.673267 -5.204788 0.49 -0.07 0.53
C -3.042067 -0.860997 -5.014401 -0.15 1.61 0.30
O -4.048862 -1.248987 -5.915190 -0.24 0.81 0.53
C -4.266560 -2.615556 -6.058581 1.12 -0.34 -1.64
N -2.317258 1.067690 -6.553371 0.25 -0.97 0.37
H -4.846961 1.064996 -5.238376 -0.69 0.03 -0.29
H -3.932055 2.511031 -4.942305 0.39 1.92 -0.64
H -4.101627 1.367414 -3.692914 -0.12 -0.07 0.11
H -1.985722 0.942046 -4.478311 0.04 -0.42 -0.39
H -3.359862 -0.986275 -3.958780 0.03 -0.20 -0.31
H -2.094538 -1.384971 -5.136704 0.11 -0.39 -0.33
H -3.487066 -2.972957 -6.755449 0.04 -0.42 0.37
H -5.176730 -2.761223 -6.626192 -0.49 0.03 0.34
H -4.222481 -3.208332 -5.157870 -0.20 -0.02 0.53
H -3.096633 1.388187 -7.097595 -0.37 -0.08 -0.33
H -1.916874 0.243244 -7.027512 -0.38 0.66 0.15
C -0.279983 -3.848663 -3.568474 0.66 -0.87 -0.31
C 0.585036 -4.080470 -2.281292 0.52 1.61 -1.90
C 1.748505 -2.980359 -2.290483 -1.29 -0.89 -0.62
O 2.500134 -3.098795 -3.513924 -1.62 -0.37 0.92
C 3.844028 -3.290381 -3.224200 0.76 1.92 -1.32
N -0.297252 -4.061744 -1.149740 0.51 -0.17 1.02
H 0.386673 -4.076099 -4.434830 -0.57 0.61 0.46
H -0.723507 -2.823022 -3.651376 0.52 -0.74 0.20
H -1.088723 -4.601757 -3.639904 0.21 0.43 0.25
H 1.104851 -5.044080 -2.384130 -0.24 0.10 0.15
H 2.381639 -3.135238 -1.436803 0.47 -0.30 0.51
H 1.378738 -1.953164 -2.184502 -0.39 -0.09 -0.22
H 4.210247 -2.347205 -2.803464 0.35 -0.35 0.79
H 4.340444 -3.241008 -4.198808 0.22 -0.96 0.13
H 4.014482 -4.156222 -2.609901 0.41 -0.41 0.14
H 0.213692 -3.904332 -0.273150 -0.24 -0.07 -0.39
H -0.953473 -3.311726 -1.273009 -0.06 0.42 0.17
C 2.413470 0.124769 -3.978255 -0.98 -0.02 0.38
C 1.250434 -0.052128 -4.977747 -0.27 0.54 1.26
C 0.644732 1.328326 -5.363227 0.97 -2.32 0.77
O 0.126568 1.856040 -4.177022 -0.39 1.97 0.25
C -0.333272 3.192304 -4.457355 -0.16 -0.05 -0.03
N 1.624017 -0.762307 -6.156560 -0.13 0.02 -1.59
H 2.007333 0.717106 -3.092817 0.64 -1.00 -0.86
H 3.192697 0.712540 -4.434743 0.50 0.12 -0.18
H 2.809430 -0.879648 -3.704997 -0.27 0.93 0.03
H 0.480501 -0.615980 -4.420949 -0.27 0.27 0.04
H -0.150460 1.161903 -6.064522 -0.30 0.26 -0.58
H 1.430400 1.945622 -5.777389 0.28 0.38 -0.24
H 0.497094 3.879938 -4.761311 -0.48 -0.57 0.36
H -0.884846 3.594493 -3.598124 0.45 -0.14 0.05
H -1.059061 3.154751 -5.273460 0.08 -0.01 -0.19
H 0.829953 -0.820057 -6.815349 0.71 -0.11 0.54
H 1.976940 -1.693525 -5.983998 -0.06 0.00 0.19
C 2.353171 0.758105 6.866687 0.15 -1.56 0.43
C 2.123025 -0.409974 5.914069 -1.76 0.24 1.61
C 2.890674 -0.292895 4.625404 0.33 0.02 0.76
O 2.546261 -1.385753 3.810844 0.16 0.05 -0.46
C 3.108222 -1.295451 2.520556 -0.11 1.50 -0.38
N 2.359541 -1.605457 6.728113 1.10 0.56 0.27
H 1.758043 0.594333 7.756070 -0.21 -0.15 0.15
H 2.052544 1.673107 6.476739 -0.26 1.79 -0.91
H 3.374294 0.762170 7.205736 0.70 0.30 0.01
H 1.008179 -0.397259 5.768064 0.99 -0.06 -0.61
H 3.999073 -0.368781 4.903555 -1.08 0.56 -0.62
H 2.570549 0.678902 4.170550 0.74 -0.58 -0.06
H 2.738089 -2.075158 1.918604 -0.65 -1.25 -0.57
H 4.193475 -1.371222 2.479039 0.31 0.13 0.43
H 2.809290 -0.360712 1.975913 0.18 -0.45 0.83
H 2.220415 -2.400203 6.157181 -0.12 -1.13 -0.64
H 3.353947 -1.627897 7.009387 -0.63 -0.03 -0.13
C -2.666598 -7.296352 2.314037 -1.19 -1.09 0.26
C -1.698285 -6.225830 2.063490 1.50 1.52 -1.09
C -1.105971 -5.595197 3.324410 -1.40 0.49 -0.01
O -0.259823 -4.502084 3.007516 -0.46 -0.83 -0.61
C 0.225431 -3.896546 4.178074 0.27 1.21 -1.77
N -0.642572 -6.815410 1.183249 -1.10 0.77 -0.08
H -2.170593 -8.237609 2.579900 -0.16 0.09 -0.11
H -3.243671 -7.414757 1.389741 0.12 -0.43 0.20
H -3.378730 -7.052921 3.095601 -0.15 0.09 0.26
H -2.257100 -5.427740 1.506926 0.88 -0.41 0.30
H -0.604030 -6.350198 3.900808 0.81 -0.58 0.29
H -1.922009 -5.257492 4.020015 0.35 0.05 -0.62
H 0.929569 -3.126984 3.827045 -0.41 0.08 0.56
H 0.743876 -4.600746 4.737076 1.14 -1.39 1.36
H -0.601924 -3.532575 4.742775 -0.55 0.73 0.65
H -0.047913 -7.382450 1.754387 0.43 -0.36 0.25
H -0.077012 -6.124137 0.707907 -0.01 0.16 0.09
C 3.155305 3.721424 -3.152320 1.92 -0.01 -0.73
C 3.886834 3.949027 -1.838202 0.08 0.22 1.76
C 3.594102 5.380577 -1.344105 0.28 0.31 -0.90
O 4.225865 5.563485 -0.111070 0.10 0.08 0.98
C 3.764171 6.605226 0.738319 0.28 0.93 -1.06
N 3.449757 2.966248 -0.747124 2.24 0.73 -1.22
H 3.495929 4.381594 -3.991579 0.16 -0.51 0.82
H 2.119237 3.893823 -3.109254 -1.52 0.19 0.59
H 3.299672 2.694061 -3.447427 0.05 -0.30 -0.29
H 4.980241 3.814825 -1.839152 -0.32 0.05 -0.72
H 2.489258 5.376810 -1.307191 0.07 0.57 0.40
H 3.966345 6.193544 -2.049776 -0.60 -0.97 0.45
H 3.816189 7.619395 0.203888 -0.21 -1.23 0.65
H 4.431512 6.661015 1.607743 -0.13 -0.17 -0.29
H 2.743258 6.407673 1.084897 -0.04 0.09 -0.10
H 3.853103 3.255651 0.152263 0.11 -0.11 -0.44
H 2.492243 3.069929 -0.624261 -2.55 -0.02 0.14
C 6.794001 2.204761 4.196263 -0.59 -1.04 -0.28
C 5.662583 1.809016 3.245248 -0.52 1.49 -1.74
C 4.510422 2.811910 3.428938 -0.17 1.01 -1.19
O 3.520386 2.614140 2.387948 -0.17 1.03 0.98
C 2.297977 3.378584 2.619164 0.63 -1.82 0.94
N 6.070930 1.656298 1.806185 1.61 1.68 -0.30
H 7.174092 3.206924 4.022352 0.58 -0.18 -0.72
H 7.492136 1.359433 4.197240 0.46 0.75 0.00
H 6.416337 2.319649 5.200465 -0.42 -0.39 0.51
H 5.259850 0.829854 3.407844 -0.10 -0.58 0.83
H 4.889101 3.879665 3.448923 -0.16 -0.81 -0.60
H 4.013743 2.753780 4.377161 -0.29 -0.65 0.89
H 2.470177 4.420673 2.834404 0.32 0.43 0.03
H 1.707573 2.931051 3.489662 0.63 0.46 -1.04
H 1.759396 3.275615 1.694809 -0.52 0.09 -0.27
H 6.632018 2.453696 1.339822 -1.32 -1.49 1.48
H 5.289958 1.469746 1.182198 0.00 0.02 0.35
C -1.472179 0.756774 -1.301025 -0.13 -0.01 -1.64
C -0.584571 1.514047 -0.335477 -1.06 1.94 -0.36
C 0.538689 0.639156 0.140797 0.84 0.60 0.32
O 0.188516 -0.524904 0.837824 -0.08 0.40 -0.43
C -0.376188 -0.251311 2.085155 0.22 -0.31 0.58
N 0.050150 2.741265 -0.977143 -0.28 -0.93 1.09
H -2.249171 1.377583 -1.864916 0.93 -0.58 1.05
H -1.968658 -0.092004 -0.809654 0.17 0.17 -0.26
H -0.778989 0.399321 -2.106913 -0.71 -0.11 0.45
H -1.243906 1.883231 0.484111 0.72 -0.07 -0.20
H 1.280062 1.266101 0.725717 -0.59 -0.68 -0.55
H 0.956347 0.299151 -0.793811 0.90 -0.19 -0.23
H -1.397334 0.148080 2.044327 0.07 -0.03 -0.01
H 0.240356 0.354015 2.750019 0.17 0.70 -0.31
H -0.319602 -1.194797 2.578311 -0.69 -0.88 0.57
H 0.258166 2.606375 -1.957626 0.00 -0.51 -0.16
H -0.603500 3.504498 -0.942347 -0.19 0.34 0.04
C -4.614657 -0.119381 0.105626 0.52 -0.30 0.30
C -4.519082 1.216314 0.824730 -2.22 -0.93 1.03
C -5.649089 2.141795 0.289177 0.82 -1.20 -0.31
O -5.457580 2.401729 -1.080749 -0.13 -0.27 -0.46
C -4.504315 3.410928 -1.303487 -0.79 0.00 -0.34
N -4.643034 1.007814 2.305190 -1.10 1.24 -0.10
H -4.700621 0.029983 -0.982244 0.29 -0.36 0.38
H -5.468023 -0.672603 0.499662 -0.33 0.19 -0.23
H -3.765186 -0.756596 0.428855 -0.18 0.34 -0.72
H -3.586888 1.684730 0.679761 1.29 0.53 -0.51
H -5.568475 3.119379 0.753531 -0.80 0.02 0.91
H -6.595981 1.548042 0.337258 0.45 0.98 0.45
H -3.496926 3.066898 -1.122854 0.46 0.00 -0.15
H -4.731860 4.253860 -0.670097 0.13 0.52 0.53
H -4.666605 3.765815 -2.312867 0.37 -0.14 -0.37
H -4.379803 0.074447 2.554942 0.06 -0.56 0.00
H -5.621409 1.120350 2.656747 1.11 -0.11 -0.66
C -2.192941 4.393862 1.360448 -0.09 -0.62 2.09
C -1.400341 3.841203 2.605797 -1.01 -0.93 -0.58
C -0.966308 4.967477 3.530564 -1.35 0.40 -0.50
O 0.055835 5.680693 2.919666 1.12 0.90 -0.06
C 0.433202 6.895775 3.607501 -0.49 -1.06 -0.29
N -2.266945 2.857660 3.352507 2.38 0.65 -0.24
H -1.532454 4.846441 0.651877 0.25 0.46 -0.44
H -2.906370 5.105224 1.829343 0.19 -0.19 -0.81
H -2.754044 3.569476 0.896416 0.25 0.39 0.10
H -0.487165 3.322956 2.274959 -0.30 0.00 0.04
H -0.743763 4.629175 4.531065 0.54 -0.39 0.45
H -1.814519 5.654282 3.627300 -0.39 0.01 0.25
H -0.329738 7.701873 3.473284 0.51 -0.64 0.31
H 1.379254 7.179807 3.178447 0.21 0.36 -0.36
H 0.658347 6.647362 4.652024 -0.43 0.33 0.07
H -2.806019 3.301217 4.044805 -0.81 0.84 0.97
H -2.907521 2.340157 2.799048 -0.65 -0.48 -0.82
```
Forces are in eV/Å.